DFT (the ωB97M-V functional and the def2-TZVPD basis) results for 10 unconnected molecules or ions with the total composition C76H160Cl4N8O8 in a non-equilibrium geometry.

```
256
Properties=species:S:1:pos:R:3
C 13.86 29.72 13.93
C 14.90 28.59 13.62
C 15.47 27.99 15.01
C 14.22 27.42 12.90
C 14.00 27.71 11.41
C 15.28 28.08 10.65
C 16.08 29.26 11.35
C 17.50 29.42 10.70
C 15.36 30.55 10.97
N 16.12 29.01 12.84
O 16.97 29.88 13.47
H 14.11 30.15 14.91
H 13.84 30.55 13.22
H 12.84 29.35 13.95
H 16.26 27.27 14.82
H 15.93 28.75 15.64
H 14.66 27.58 15.62
H 14.75 26.47 12.99
H 13.26 27.23 13.37
H 13.55 26.82 10.96
H 13.25 28.45 11.13
H 15.14 28.27 9.58
H 15.96 27.24 10.79
H 17.47 29.52 9.61
H 18.22 28.63 10.89
H 17.90 30.37 11.05
H 14.30 30.46 11.23
H 15.21 30.63 9.89
H 15.80 31.44 11.40
H 17.72 29.29 13.40
C 17.81 24.54 10.93
C 17.79 24.20 12.45
C 18.10 25.44 13.24
C 16.28 23.91 12.85
C 15.90 22.42 12.74
C 16.96 21.56 13.42
C 18.41 21.71 12.80
C 19.28 20.98 13.82
C 18.47 21.10 11.36
N 18.72 23.17 12.89
O 19.99 23.51 12.56
H 17.24 23.76 10.43
H 17.51 25.58 10.87
H 18.85 24.42 10.62
H 19.12 25.80 13.16
H 17.56 26.36 13.04
H 18.03 25.13 14.29
H 15.96 24.25 13.83
H 15.69 24.48 12.13
H 14.93 22.19 13.19
H 15.79 22.23 11.68
H 16.61 20.53 13.39
H 17.09 21.87 14.46
H 20.32 21.06 13.52
H 19.02 19.94 14.01
H 19.37 21.50 14.78
H 17.83 21.65 10.67
H 18.01 20.12 11.35
H 19.49 21.09 10.99
H 20.26 23.88 13.41
C 13.37 12.67 20.12
C 13.78 13.20 18.75
C 14.74 12.24 18.04
C 12.55 13.30 17.93
C 11.55 14.41 18.36
C 12.30 15.80 18.37
C 13.64 15.82 19.16
C 14.36 17.11 18.68
C 13.40 15.99 20.67
N 14.39 14.58 18.88
O 15.65 14.56 19.48
H 14.31 12.76 20.67
H 12.61 13.22 20.67
H 13.00 11.65 20.15
H 14.99 12.59 17.04
H 15.68 12.24 18.57
H 14.25 11.29 17.86
H 12.86 13.46 16.90
H 12.02 12.35 17.91
H 10.62 14.42 17.79
H 11.22 14.21 19.38
H 11.70 16.56 18.86
H 12.40 16.12 17.33
H 14.66 17.15 17.63
H 15.36 17.28 19.09
H 13.74 17.96 18.95
H 13.77 16.94 21.05
H 13.95 15.22 21.22
H 12.34 16.04 20.92
H 15.45 14.30 20.38
C 13.78 20.88 22.97
C 12.73 21.59 23.99
C 13.54 21.85 25.36
C 12.22 22.93 23.35
C 11.19 22.82 22.21
C 10.02 21.89 22.54
C 10.52 20.53 23.09
C 9.29 19.90 23.80
C 10.95 19.63 21.92
N 11.56 20.71 24.25
O 11.91 19.49 24.79
H 14.77 21.28 23.18
H 13.72 19.80 22.99
H 13.63 21.20 21.94
H 13.79 20.99 25.99
H 14.41 22.41 25.01
H 13.09 22.60 26.00
H 11.79 23.47 24.19
H 13.11 23.52 23.13
H 10.74 23.78 21.97
H 11.70 22.48 21.32
H 9.39 21.71 21.67
H 9.36 22.46 23.20
H 9.62 19.17 24.53
H 8.54 19.50 23.11
H 8.75 20.57 24.48
H 11.11 18.62 22.32
H 11.81 19.94 21.33
H 10.19 19.49 21.16
H 11.28 19.43 25.51
C 19.55 20.43 17.80
C 20.45 19.91 18.95
C 19.69 18.82 19.71
C 21.67 19.29 18.16
C 22.85 18.95 19.03
C 23.37 20.05 19.88
C 22.17 20.73 20.68
C 21.77 19.87 21.92
C 22.71 22.04 21.15
N 21.05 21.01 19.68
O 20.08 21.86 20.20
H 20.07 21.26 17.33
H 19.30 19.70 17.03
H 18.58 20.82 18.11
H 19.05 18.32 18.98
H 20.37 18.04 20.07
H 19.08 19.31 20.46
H 21.37 18.38 17.65
H 22.00 19.98 17.38
H 22.66 18.11 19.70
H 23.62 18.43 18.46
H 23.89 20.79 19.26
H 24.15 19.65 20.53
H 20.71 20.04 22.12
H 22.49 20.07 22.71
H 21.91 18.80 21.86
H 22.00 22.74 21.60
H 23.03 22.75 20.39
H 23.59 22.01 21.79
H 19.47 21.37 20.75
C 15.41 32.90 20.04
C 16.42 31.92 19.42
C 17.22 32.79 18.38
C 17.38 31.42 20.62
C 16.67 30.35 21.53
C 16.34 29.18 20.63
C 15.44 29.56 19.46
C 15.52 28.41 18.45
C 13.99 29.67 20.06
N 15.88 30.73 18.73
O 15.13 31.03 17.64
H 14.78 33.42 19.32
H 14.69 32.33 20.63
H 15.86 33.59 20.76
H 16.63 32.86 17.46
H 17.19 33.86 18.59
H 18.18 32.38 18.07
H 18.21 30.94 20.10
H 17.81 32.25 21.17
H 17.38 30.06 22.30
H 15.74 30.61 22.05
H 15.91 28.52 21.40
H 17.20 28.62 20.27
H 16.26 28.57 17.67
H 14.55 28.31 17.96
H 15.75 27.45 18.90
H 13.63 28.69 20.38
H 13.43 30.13 19.24
H 13.77 30.37 20.86
H 15.71 30.67 16.97
C 15.08 25.93 23.51
C 15.50 26.59 24.80
C 15.83 28.05 24.47
C 14.16 26.62 25.70
C 14.55 26.83 27.14
C 15.54 25.87 27.70
C 16.85 25.86 26.85
C 17.65 27.07 27.28
C 17.65 24.56 27.30
N 16.56 25.79 25.45
O 17.67 25.77 24.59
H 14.89 24.87 23.66
H 14.12 26.29 23.12
H 15.89 26.12 22.81
H 16.57 28.24 23.69
H 14.93 28.55 24.11
H 16.10 28.47 25.44
H 13.36 27.33 25.48
H 13.72 25.63 25.55
H 14.82 27.88 27.22
H 13.71 26.83 27.85
H 15.01 24.93 27.57
H 15.75 26.05 28.75
H 17.94 27.07 28.33
H 17.17 28.04 27.17
H 18.64 27.08 26.82
H 17.64 24.34 28.36
H 18.68 24.59 26.94
H 17.22 23.73 26.73
H 17.95 26.68 24.59
C 14.89 24.02 20.49
C 14.48 24.05 18.95
C 13.28 24.98 18.78
C 15.65 24.63 18.10
C 16.80 23.74 17.49
C 16.22 22.39 17.05
C 15.15 21.81 17.98
C 14.49 20.72 17.12
C 15.82 21.11 19.15
N 14.05 22.81 18.31
O 12.99 22.23 18.89
H 15.82 23.50 20.72
H 14.96 25.07 20.75
H 14.08 23.50 21.00
H 13.45 25.93 19.28
H 13.06 25.23 17.74
H 12.35 24.64 19.24
H 15.35 25.50 17.50
H 16.25 25.30 18.72
H 17.30 24.23 16.65
H 17.52 23.46 18.26
H 16.98 21.65 16.78
H 15.71 22.68 16.13
H 13.82 20.02 17.61
H 15.21 20.14 16.54
H 13.87 21.15 16.32
H 15.13 20.82 19.94
H 16.56 21.70 19.70
H 16.23 20.12 18.95
H 12.28 22.22 18.25
Cl 10.68 26.57 20.47
C 9.82 26.74 22.00
C 10.91 26.75 23.15
Cl 11.78 28.28 23.35
H 9.14 25.90 22.15
H 9.23 27.65 21.99
H 11.66 25.99 22.94
H 10.40 26.47 24.08
Cl 8.08 17.98 18.42
C 8.61 19.09 17.24
C 10.09 19.44 17.35
Cl 10.54 20.93 16.51
H 8.05 20.03 17.30
H 8.38 18.65 16.27
H 10.71 18.69 16.86
H 10.45 19.45 18.39
```

Output
- SMILES string = CC1(C)CCCC(C)(C)N1O.CC1(C)CCCC(C)(C)N1O.CC1(C)CCCC(C)(C)N1O.CC1(C)CCCC(C)(C)N1O.CC1(C)CCCC(C)(C)N1O.CC1(C)CCCC(C)(C)N1O.CC1(C)CCCC(C)(C)N1O.CC1(C)CCCC(C)(C)N1O.ClCCCl.ClCCCl
- E_LUMO (eV) = 0.384
- HOMO level (eV) = -7.98

Atomic partial charges in e from the Mulliken method, atoms 1 to 8: -1.36 1.37 -1.91 -0.25 -1.13 0.01 1.27 -1.96